The following is a quantum chemistry calculation of C42H36Cl2CrN6O4P2 as an isolated structure, from the OMol25 dataset.

```
93
Properties=species:S:1:pos:R:3:forces:R:3
Cr 0.9909 -1.0977 0.2537 -0.328 -0.561 -0.320
Cl -0.9633 0.4092 6.6334 -0.048 -0.024 0.004
C -0.0808 0.3941 5.1535 0.157 0.021 -0.097
C -0.1812 -0.7123 4.3285 0.028 -0.040 0.060
C 0.4952 -0.7407 3.1088 0.186 0.193 0.128
N 0.4302 -1.7375 2.1317 -0.020 -0.191 -0.091
C 0.0103 -2.9730 2.4990 0.123 0.140 -0.093
O -0.3468 -3.3308 3.6110 0.026 -0.006 -0.042
C 0.0039 -3.9682 1.3850 -0.057 -0.419 -0.016
C -0.4940 -5.2321 1.6763 -0.049 0.084 0.075
C -0.6125 -6.1661 0.6671 0.051 0.118 -0.041
C -0.2120 -5.7878 -0.6044 -0.022 -0.008 0.041
C 0.2936 -4.5139 -0.7967 -0.020 -0.034 -0.158
N 0.4129 -3.5977 0.1686 0.159 -0.022 0.191
C 1.3362 0.3286 2.7726 -0.375 -0.051 0.607
C 1.4376 1.4340 3.6126 -0.040 -0.050 -0.174
C 0.7134 1.4759 4.7887 -0.079 -0.068 0.070
Cl 0.8356 2.8665 5.8012 0.025 0.108 -0.026
N 2.0174 0.1044 1.5611 0.671 0.677 0.086
C 3.1233 0.6998 1.2770 -0.856 -0.650 0.064
O 3.7101 1.5484 2.0963 0.474 1.651 -0.525
C 3.7644 0.3702 0.0128 0.624 -0.068 -0.613
C 5.0069 0.9133 -0.3003 -0.346 0.061 0.361
C 5.5501 0.6947 -1.5469 -0.153 -0.122 -0.289
C 4.8228 -0.0827 -2.4287 0.291 0.173 0.139
C 3.6275 -0.6396 -2.0081 -0.170 -0.109 -0.046
N 3.0843 -0.4507 -0.8073 0.146 0.172 0.176
H -0.7814 -1.5463 4.6463 -0.051 0.008 -0.058
H -0.7958 -5.4207 2.6959 -0.011 -0.042 0.000
H -1.0176 -7.1492 0.8626 0.017 -0.027 -0.009
H -0.2938 -6.4593 -1.4471 0.028 -0.003 -0.013
H 0.5826 -4.2175 -1.7913 0.006 -0.016 0.014
H 2.0788 2.2621 3.3762 -0.016 0.071 0.017
H 5.5258 1.5090 0.4355 0.004 0.043 -0.006
H 6.4913 1.1435 -1.8307 0.042 -0.053 0.011
H 5.1788 -0.2700 -3.4312 -0.048 -0.043 -0.020
H 3.0791 -1.2532 -2.6997 -0.018 -0.021 0.009
C -5.2089 -2.6815 0.3765 0.018 -0.035 -0.012
C -5.2727 -1.2956 0.4374 -0.023 0.016 -0.013
C -4.1141 -0.5390 0.3879 0.010 0.015 0.014
C -2.8751 -1.1664 0.2593 0.293 -0.275 0.174
C -2.8225 -2.5526 0.1611 0.071 0.099 0.008
C -3.9821 -3.3092 0.2361 -0.028 -0.042 -0.032
P -1.3281 -0.1864 0.1170 -0.512 0.345 -0.250
C -1.7842 1.2580 1.1192 0.174 -0.043 0.072
C -2.1098 0.9896 2.4488 -0.056 0.073 -0.154
C -2.4175 2.0227 3.3172 -0.004 0.000 0.050
C -2.4127 3.3341 2.8626 -0.023 0.002 0.015
C -2.1149 3.6054 1.5355 0.015 0.047 -0.011
C -1.7963 2.5713 0.6673 0.018 -0.033 -0.066
C -1.4782 0.2000 -1.6514 -0.100 0.110 -0.015
C -2.4532 0.9615 -2.2450 0.015 -0.153 0.163
C -2.5594 0.9943 -3.6511 -0.193 -0.097 -0.051
C -1.7411 0.2136 -4.4238 -0.110 0.006 -0.025
C -0.7584 -0.6192 -3.8348 0.034 0.043 0.198
C 0.0264 -1.5111 -4.5992 0.137 -0.078 -0.008
C 0.9413 -2.3070 -3.9719 -0.012 0.065 -0.169
C 1.1536 -2.1995 -2.5806 -0.177 0.020 0.317
C 0.4334 -1.3532 -1.7705 -0.041 0.079 -0.241
C -0.5791 -0.5838 -2.4235 -0.172 -0.013 -0.105
H -6.1158 -3.2681 0.4328 -0.011 -0.004 0.010
H -6.2319 -0.8035 0.5299 0.007 0.017 0.018
H -4.1825 0.5396 0.4498 0.012 0.003 0.064
H -1.8677 -3.0338 0.0134 -0.041 -0.057 0.024
H -3.9216 -4.3885 0.1871 -0.011 -0.009 -0.026
H -2.1313 -0.0357 2.7922 -0.062 0.008 0.065
H -2.6652 1.8043 4.3477 0.009 -0.003 0.019
H -2.6570 4.1422 3.5387 0.006 0.005 0.014
H -2.1375 4.6271 1.1774 0.003 0.003 -0.018
H -1.5755 2.7819 -0.3694 0.013 -0.058 0.100
H -3.1649 1.5168 -1.6471 -0.010 -0.007 0.029
H -3.3368 1.5954 -4.1059 0.007 -0.001 -0.058
H -1.8654 0.1941 -5.4999 0.010 -0.001 -0.016
H -0.1195 -1.5681 -5.6703 -0.012 -0.001 -0.016
H 1.5273 -3.0144 -4.5459 0.016 0.003 -0.016
H 1.9272 -2.8211 -2.1402 0.016 0.011 -0.029
N 3.3446 4.1994 0.5388 0.099 -0.509 0.153
C 1.8997 3.9917 0.3590 0.223 -0.277 -0.196
P 1.6351 2.8521 -1.0696 -1.006 0.296 -0.124
O 2.8217 2.7928 -1.9593 0.460 0.053 0.054
O 0.9013 1.5723 -0.7125 0.260 0.339 0.187
C 0.3034 3.6938 -2.1160 0.498 -0.096 0.347
N -0.0093 2.5518 -3.0289 0.453 0.045 0.196
H 3.5422 5.0541 1.0459 -0.037 -0.050 -0.028
H 3.7904 4.2441 -0.3748 0.013 0.011 0.091
H 3.9244 2.4136 1.6003 -0.244 -0.878 0.531
H 1.3577 4.9173 0.1378 -0.053 0.016 -0.003
H 1.4582 3.5515 1.2558 -0.060 0.005 -0.019
H 0.6750 4.5517 -2.6694 -0.027 -0.052 -0.110
H -0.5803 3.9643 -1.5440 -0.046 -0.044 -0.124
H -0.9004 2.5769 -3.5219 0.041 0.013 0.013
H 0.0233 1.7198 -2.3809 -0.171 0.157 -0.363
H 0.7611 2.4317 -3.6881 -0.041 0.023 -0.044
```
Positions in Å, forces in eV/Å.

Summary:
* net charge: +1
* spin multiplicity: 4
* expectation value of S²: 3.855
* ΔE to the lowest compared entry with this formula, charge and spin: 0.000 eV
* LUMO (spin up / spin down): -3.0746 / -3.1705 eV
* largest force on an atom: 0.0349 Eh/bohr

---

The following is a quantum chemistry calculation of C42H36ClN2P2Tl as an isolated structure, from the OMol25 dataset.

```
84
Properties=species:S:1:pos:R:3:forces:R:3
Tl -1.2326 0.2004 -0.5697 0.124 0.024 -0.081
Cl -3.4740 0.6226 -1.6934 1.602 -0.290 0.413
P -0.7941 -2.4586 -0.2024 -1.137 -0.527 -0.464
P 0.1314 2.5469 -0.2807 -0.893 1.045 -0.455
C 0.4054 -3.4856 0.6937 0.463 0.563 0.324
C -0.8230 -3.0972 -1.9155 0.137 0.565 -0.250
C -2.4302 -2.7341 0.5765 -0.239 0.496 -0.066
C -0.8561 3.5043 0.9257 -0.310 -0.634 0.191
C 1.8386 3.0886 0.0117 0.366 -0.715 0.115
C -0.3064 3.0672 -1.9882 -0.225 -0.393 -0.091
C 0.0328 -4.1860 1.8524 -0.359 0.296 -0.146
C 0.9619 -4.9852 2.5077 0.284 -0.165 -0.076
C 2.2802 -5.0680 2.0458 -0.443 0.354 -0.306
C 2.6677 -4.3170 0.9258 -0.139 -0.182 0.041
C 1.7406 -3.5390 0.2460 -0.219 0.267 -0.036
H -0.9922 -4.1083 2.2295 0.421 -0.127 -0.137
H 0.6488 -5.5618 3.3749 0.083 0.126 -0.146
H 2.9970 -5.7168 2.5384 -0.085 0.140 0.002
H 3.6926 -4.3629 0.5712 -0.122 0.001 0.041
H 2.0383 -2.9462 -0.6265 -0.038 -0.336 0.295
C -2.7416 -2.0782 1.7908 0.042 -0.287 -0.342
C -3.9611 -2.3327 2.4194 0.098 -0.087 -0.298
C -4.8958 -3.1877 1.8154 0.384 -0.106 -0.133
C -4.6198 -3.7640 0.5695 0.098 0.176 0.179
C -3.4001 -3.5136 -0.0664 0.242 -0.124 0.128
H -2.0232 -1.3743 2.2323 -0.210 -0.372 0.023
H -4.1745 -1.8811 3.3852 -0.018 -0.026 -0.225
H -5.8308 -3.4156 2.3282 0.243 0.115 -0.191
H -5.3406 -4.4297 0.0947 0.130 0.277 0.122
H -3.1823 -3.9269 -1.0567 -0.166 0.003 0.447
C -0.5275 -4.4462 -2.1501 0.046 -0.070 0.165
C -0.5747 -4.9541 -3.4489 -0.117 0.215 0.100
C -0.8880 -4.1144 -4.5198 -0.006 0.090 0.297
C -1.1448 -2.7576 -4.2990 -0.100 0.020 0.294
C -1.1210 -2.2443 -3.0048 0.079 -0.404 0.504
H -0.2647 -5.0993 -1.3092 -0.140 0.224 -0.420
H -0.3795 -6.0113 -3.6067 -0.006 0.203 -0.051
H -0.9451 -4.5137 -5.5282 0.075 0.053 0.151
H -1.3897 -2.0975 -5.1252 0.046 -0.140 0.064
H -1.3714 -1.1895 -2.8228 0.087 -0.429 -0.294
C 2.6251 3.5876 -1.0374 -0.411 -0.262 -0.193
C 3.9412 3.9612 -0.7966 0.278 0.117 0.269
C 4.5109 3.7915 0.4707 -0.671 -0.234 -0.100
C 3.7390 3.2366 1.5037 0.015 0.249 -0.168
C 2.4044 2.9232 1.2927 -0.227 -0.317 -0.180
H 2.1982 3.6714 -2.0435 0.233 0.062 0.422
H 4.5304 4.3869 -1.6044 -0.091 -0.083 0.136
H 5.5385 4.0812 0.6608 -0.086 -0.071 -0.081
H 4.1841 3.0509 2.4749 -0.049 0.133 -0.039
H 1.7961 2.4999 2.1012 0.296 0.220 -0.264
C -2.0627 2.9824 1.4485 0.519 0.428 -0.234
C -2.8018 3.7451 2.3536 0.140 -0.154 -0.328
C -2.3550 5.0128 2.7390 0.130 -0.175 -0.240
C -1.1530 5.5144 2.2419 -0.005 -0.209 -0.202
C -0.3967 4.7586 1.3470 0.189 0.026 -0.081
H -2.4178 1.9971 1.1120 -0.048 0.453 0.289
H -3.7378 3.3531 2.7343 0.076 0.065 0.022
H -2.9540 5.6113 3.4176 0.100 -0.104 -0.034
H -0.7932 6.4979 2.5267 -0.108 -0.131 0.050
H 0.5602 5.1425 0.9727 -0.473 -0.094 0.169
C -0.9718 4.2776 -2.2032 0.219 0.015 0.043
C -1.2648 4.6830 -3.5084 0.100 -0.197 -0.048
C -0.9541 3.8562 -4.5937 0.168 -0.019 0.350
C -0.3577 2.6069 -4.3742 0.018 0.137 0.255
C -0.0343 2.2062 -3.0790 -0.218 0.338 0.400
H -1.2464 4.8969 -1.3420 0.131 -0.122 -0.457
H -1.7221 5.6572 -3.6701 0.009 -0.268 -0.007
H -1.1623 4.1835 -5.6125 -0.010 -0.097 0.309
H -0.1253 1.9513 -5.2087 -0.089 0.126 0.099
H 0.4117 1.2167 -2.9076 0.029 0.366 -0.114
H -5.1557 0.9025 0.8882 -0.054 -0.004 -0.651
H -5.0892 0.8859 0.1259 -0.146 0.037 0.982
N 6.3764 -0.9517 3.6549 -2.869 0.382 -1.730
C 5.3733 -0.8212 3.0535 2.345 -0.352 1.397
C 4.1341 -0.6573 2.3208 -0.898 0.164 -0.550
C 4.0984 -0.3213 0.9629 0.150 0.225 -0.231
C 2.8811 -0.1462 0.2973 0.275 -0.201 0.571
N 1.6978 -0.2869 0.9012 0.038 0.162 0.116
C 1.7018 -0.5784 2.2073 0.819 -0.162 -0.279
C 2.8828 -0.7904 2.9313 -0.360 0.036 0.093
H 5.0159 -0.1433 0.4253 0.140 -0.086 -0.092
H 2.8643 0.1424 -0.7553 0.086 -0.124 0.225
H 0.7236 -0.6550 2.6803 0.240 -0.080 0.089
H 2.8160 -1.0520 3.9700 -0.009 -0.033 0.331
```
Positions in Å, forces in eV/Å.

Summary:
* net charge: +2
* ΔE to the lowest compared entry with this formula, charge and spin: 0.000 eV
* LUMO: -8.0338 eV
* largest force on an atom: 0.0656 Eh/bohr

---

Q: net charge of number 1 (C42H36Cl2CrN6O4P2)?
A: +1

---

Q: The highest net charge belongs to which entry?
A: C42H36ClN2P2Tl